DFT (wB97M-V/def2-TZVPD) results for a molecular structure, C42H57BrN4O2P2Sm at a distorted geometry.

Results
charge: +3
LUMO energy (spin up / spin down): -9.24 / -7.65 eV
multiplicity: 6
F_max: 1.4 eV/A
HOMO (spin up / spin down): -0.589 / -0.588 Eh

Element x y z (Å)
1 Sm -0.00095 0.74896 -0.98139
2 N -2.57350 1.41735 -1.34070
3 C -2.74173 1.97215 -2.67701
4 C -3.49298 3.12196 -2.87565
5 C -3.68313 3.60811 -4.16058
6 C -3.13447 2.94470 -5.25066
7 C -2.36656 1.80981 -5.05327
8 C -2.15956 1.31738 -3.76508
9 P -1.06150 -0.10289 -3.43229
10 C 0.39569 0.32973 -4.45120
11 C 0.70401 -0.22525 -5.68671
12 C 1.82727 0.21257 -6.37951
13 C 2.64538 1.20004 -5.85031
14 C 2.34456 1.76643 -4.61797
15 C 1.22879 1.32474 -3.92772
16 C -1.83080 -1.54231 -4.21463
17 C -1.04551 -2.67565 -4.44460
18 C -1.60576 -3.79768 -5.02905
19 C -2.95294 -3.80300 -5.37069
20 C -3.73932 -2.68771 -5.12145
21 C -3.18476 -1.55622 -4.54151
22 H -2.95251 2.08340 -0.67834
23 H -3.17725 0.59982 -1.27152
24 H -3.95277 3.63122 -2.03486
25 H -4.27864 4.49857 -4.31153
26 H -3.30116 3.31718 -6.25233
27 H -1.91467 1.30319 -5.89736
28 H 0.06909 -0.98617 -6.12022
29 H 2.05725 -0.21558 -7.34630
30 H 3.50859 1.54447 -6.40367
31 H 2.97160 2.54987 -4.21164
32 H 0.96128 1.81076 -2.98388
33 H 0.00796 -2.66138 -4.18866
34 H -0.99229 -4.66675 -5.22947
35 H -3.38542 -4.67634 -5.84013
36 H -4.78778 -2.69617 -5.38758
37 H -3.80579 -0.68591 -4.36785
38 N -0.63349 3.30592 -0.02969
39 N 0.47981 3.44350 -0.95949
40 H -1.27097 4.09056 -0.13592
41 H -0.25615 3.40274 0.90976
42 H 1.15838 4.11458 -0.60944
43 H 0.11660 3.86085 -1.81330
44 O 3.59461 0.62547 -0.37088
45 C 2.60141 1.02019 -0.69430
46 O 0.42323 -0.12101 0.92652
47 P 0.33801 -0.48658 2.43525
48 C -1.40869 -1.04222 2.70632
49 C -1.94609 -0.93023 4.14283
50 C -2.42323 0.47557 4.51390
51 C -3.39391 1.04090 3.47943
52 C -2.80170 1.00158 2.06903
53 C -2.39808 -0.42781 1.70253
54 C 1.31605 -2.04793 2.56501
55 C 2.81379 -1.89248 2.26805
56 C 3.63285 -1.47012 3.48641
57 C 3.37636 -2.39760 4.67462
58 C 1.88691 -2.46722 5.01182
59 C 1.07830 -2.92297 3.79901
60 C 0.76166 1.08838 3.32741
61 C 1.04394 0.98116 4.82983
62 C 1.18534 2.38081 5.43381
63 C 2.29924 3.16064 4.74040
64 C 2.02618 3.25741 3.23941
65 C 1.88010 1.86465 2.61954
66 H -1.31764 -2.10670 2.46048
67 H -1.19537 -1.27290 4.85941
68 H -2.79271 -1.61652 4.22385
69 H -1.57345 1.15295 4.62366
70 H -2.91367 0.42899 5.48616
71 H -3.66072 2.06396 3.74650
72 H -4.31794 0.45657 3.48454
73 H -1.92992 1.66368 2.00245
74 H -3.55595 1.36390 1.36616
75 H -1.98421 -0.48460 0.68006
76 H -3.29657 -1.04997 1.71189
77 H 0.85650 -2.54464 1.69769
78 H 2.96743 -1.19989 1.43521
79 H 3.17348 -2.87149 1.93895
80 H 3.38227 -0.44420 3.76567
81 H 4.69172 -1.48000 3.22570
82 H 3.94250 -2.05707 5.54185
83 H 3.73461 -3.40191 4.43196
84 H 1.53361 -1.48636 5.34486
85 H 1.72348 -3.16499 5.83299
86 H 0.01658 -2.98826 4.04724
87 H 1.39642 -3.93339 3.52728
88 H -0.16698 1.66041 3.20999
89 H 1.97285 0.43829 4.99937
90 H 0.24501 0.43837 5.33907
91 H 1.39929 2.29157 6.49870
92 H 0.23991 2.92552 5.34030
93 H 3.25788 2.65985 4.90261
94 H 2.38246 4.16011 5.16651
95 H 2.83323 3.79975 2.74272
96 H 1.09987 3.82858 3.09012
97 H 2.82769 1.32571 2.71660
98 H 1.66414 1.95896 1.55097
99 Br 2.04009 -5.87296 -2.99064
100 C 1.76220 -4.10358 -2.44189
101 C 0.65485 -3.77465 -1.66394
102 C 0.46959 -2.45630 -1.31875
103 N 1.28686 -1.45568 -1.69079
104 C 2.35187 -1.79359 -2.42957
105 C 2.63401 -3.08840 -2.81843
106 H -0.04697 -4.53533 -1.35149
107 H -0.38767 -2.18467 -0.70488
108 H 3.00632 -0.98798 -2.74173
109 H 3.51287 -3.30332 -3.40994

Forces on the atoms, in the same order (eV/Å):
-0.24 0.74 0.43
0.06 -0.34 -0.34
0.04 0.00 -0.18
0.01 0.09 0.08
-0.02 0.00 0.04
0.05 -0.05 -0.10
-0.03 0.07 0.03
0.17 -0.14 0.34
-0.38 0.06 -1.34
-0.05 -0.01 0.20
0.00 0.00 0.03
0.02 -0.01 -0.02
0.00 0.02 -0.03
0.06 0.04 0.13
-0.19 -0.23 0.00
0.11 -0.07 0.27
-0.02 0.09 0.04
0.05 -0.05 0.00
0.00 0.02 0.00
-0.05 -0.06 -0.02
0.02 0.09 0.01
0.11 0.00 0.23
-0.02 -0.05 0.09
-0.02 -0.04 0.00
0.01 0.00 0.00
0.01 0.01 0.01
-0.02 0.01 -0.02
-0.01 -0.02 0.00
0.00 0.01 0.00
0.00 -0.02 0.00
0.00 0.00 -0.01
0.19 0.27 -0.24
0.01 -0.05 -0.05
0.00 0.01 0.01
-0.01 0.00 0.02
0.01 0.02 0.00
0.01 0.00 -0.01
0.30 -0.12 0.05
-0.19 -0.30 -0.06
-0.14 -0.01 -0.02
0.06 -0.06 0.05
0.16 -0.05 0.02
-0.07 -0.05 -0.06
0.20 0.27 -0.08
0.44 -0.39 0.15
-0.07 0.33 -0.44
-0.29 -0.35 0.67
0.26 0.07 -0.17
0.09 0.17 0.12
-0.09 -0.08 -0.11
0.14 0.04 0.02
-0.11 -0.19 0.07
0.10 0.18 0.06
0.01 0.37 0.02
0.04 0.14 0.03
-0.06 -0.19 0.02
-0.09 0.14 0.00
0.08 -0.08 -0.11
-0.05 0.09 0.20
0.07 -0.53 -0.20
-0.14 0.15 0.14
0.16 -0.03 -0.03
-0.19 0.06 -0.08
0.12 -0.08 0.12
-0.01 0.10 0.09
-0.01 0.00 0.03
-0.07 -0.05 0.01
0.03 -0.05 0.00
-0.08 0.02 0.05
0.04 0.04 0.03
-0.06 -0.02 -0.02
-0.02 0.01 0.01
-0.04 0.07 -0.02
0.05 0.05 -0.04
-0.18 -0.07 0.15
0.02 -0.06 -0.06
-0.04 0.02 0.00
0.02 -0.06 -0.02
-0.03 0.00 -0.06
0.05 0.05 0.01
0.00 0.06 0.00
0.02 -0.04 -0.01
0.03 0.00 0.02
0.01 -0.16 0.06
-0.04 0.04 0.02
0.02 -0.05 -0.04
-0.03 -0.01 -0.02
-0.02 -0.02 -0.06
0.01 -0.01 -0.04
0.10 -0.04 0.00
-0.05 -0.01 0.01
-0.03 -0.01 0.02
0.02 0.01 0.01
0.04 -0.01 0.01
-0.04 0.01 -0.02
0.00 0.01 -0.05
-0.02 0.01 -0.08
0.01 -0.03 -0.06
-0.01 0.25 0.08
-0.01 -0.04 -0.01
0.05 -0.19 -0.01
0.04 0.13 0.11
-0.41 0.05 0.10
0.04 0.25 -0.09
-0.01 -0.18 -0.01
-0.02 0.03 0.02
-0.02 -0.04 -0.02
-0.01 0.01 -0.01
0.00 0.04 -0.01